Entry 1:
The following is a quantum chemistry calculation of a molecular structure, C21H40AsNO2P2ReS6 in a non-equilibrium geometry, from OMol25.

Values from the calculation:
Kohn-Sham gap = 0.241 hartree
Spin multiplicity = 1
Net charge = +1
Energy = -6415.24185 Eh
Highest occupied orbital energy = -10.7 eV

XYZ file:
```
74
Properties=species:S:1:pos:R:3:nbo_charge:R:1
Re 0.624 -0.064 0.416 0.59
S 2.235 2.891 2.746 -0.14
As 2.573 0.549 2.708 0.91
S 2.924 0.153 0.574 -0.38
S 0.523 -0.269 2.894 -0.40
S 4.001 -0.047 4.051 -0.47
C -2.563 3.758 0.394 -0.64
C -1.844 4.244 -0.854 0.12
C -2.118 3.381 -2.072 -0.64
O -0.434 4.379 -0.655 -0.83
P 0.785 3.452 -0.344 1.79
S 0.468 3.120 1.797 -0.11
S 0.932 1.800 -1.493 -0.49
O 1.852 4.512 -0.736 -0.84
C 3.187 4.994 -0.482 0.13
C 3.106 6.100 0.560 -0.63
C 4.146 3.868 -0.146 -0.65
H -3.627 3.687 0.181 0.23
H -2.426 4.456 1.217 0.23
H -2.201 2.774 0.693 0.20
H -2.132 5.282 -1.058 0.21
H -1.880 2.340 -1.862 0.21
H -1.498 3.725 -2.895 0.23
H -3.161 3.459 -2.361 0.23
H 3.468 5.428 -1.451 0.21
H 2.663 5.736 1.486 0.21
H 2.497 6.918 0.179 0.23
H 4.100 6.476 0.786 0.23
H 3.899 3.419 0.817 0.22
H 5.159 4.259 -0.079 0.24
H 4.114 3.110 -0.929 0.23
C -0.942 -4.879 0.312 -0.61
C -0.973 -3.352 0.345 -0.54
C -1.579 -2.894 1.673 -0.60
P 0.658 -2.526 -0.024 1.27
C 1.019 -2.701 -1.850 -0.53
C 0.217 -1.666 -2.637 -0.60
C 0.756 -4.072 -2.469 -0.61
C 2.080 -3.308 0.910 -0.53
C 1.725 -3.608 2.364 -0.63
C 2.675 -4.549 0.249 -0.61
H -1.967 -5.232 0.401 0.23
H -0.380 -5.278 1.150 0.21
H -0.530 -5.276 -0.607 0.22
H -1.608 -2.979 -0.471 0.24
H -1.168 -3.455 2.506 0.22
H -2.653 -3.061 1.658 0.23
H -1.393 -1.835 1.841 0.21
H 2.087 -2.459 -1.929 0.24
H -0.847 -1.874 -2.553 0.20
H 0.496 -1.712 -3.686 0.23
H 0.410 -0.653 -2.282 0.21
H -0.311 -4.274 -2.501 0.21
H 1.263 -4.879 -1.951 0.22
H 1.118 -4.058 -3.496 0.23
H 2.846 -2.519 0.901 0.25
H 1.128 -4.512 2.446 0.20
H 1.191 -2.783 2.829 0.23
H 2.644 -3.760 2.928 0.24
H 1.953 -5.357 0.171 0.21
H 3.492 -4.897 0.877 0.24
H 3.087 -4.331 -0.733 0.21
N -1.117 0.018 0.183 -0.37
C -2.443 0.062 0.046 0.01
C -3.237 0.346 1.181 -0.14
C -4.609 0.349 1.081 -0.22
C -5.231 0.070 -0.129 -0.17
C -4.464 -0.192 -1.258 -0.19
C -3.087 -0.191 -1.184 -0.19
H -2.741 0.547 2.118 0.23
H -5.197 0.567 1.959 0.23
H -6.308 0.059 -0.191 0.23
H -4.945 -0.403 -2.201 0.23
H -2.485 -0.384 -2.057 0.23
```


Entry 2:
The following is a quantum chemistry calculation of 14 unconnected molecules or ions with the total composition C71H181N11O23 in a non-equilibrium geometry, from OMol25.

Values from the calculation:
Kohn-Sham gap = 0.324 hartree
Spin multiplicity = 1
Net charge = 0
Energy = -5145.78461 Eh
Highest occupied orbital energy = -8.6 eV

XYZ file:
```
286
Properties=species:S:1:pos:R:3:mulliken_charge:R:1
C 2.964 17.446 -29.068 -1.20
C 1.903 17.570 -30.155 0.37
C 0.454 17.460 -29.669 -1.24
O 2.123 18.737 -30.942 -0.52
H 2.917 18.293 -28.384 0.31
H 3.996 17.559 -29.400 0.32
H 2.842 16.506 -28.530 0.33
H 1.973 16.734 -30.852 0.26
H -0.247 17.586 -30.494 0.31
H 0.323 18.221 -28.900 0.34
H 0.179 16.507 -29.216 0.35
H 1.833 19.387 -30.299 0.36
C 2.207 6.858 -31.842 -1.33
C 1.850 8.238 -32.327 0.63
C 2.389 9.360 -31.449 -1.25
O 2.443 8.276 -33.625 -0.54
H 1.981 6.088 -32.580 0.41
H 1.610 6.603 -30.967 0.33
H 3.230 6.758 -31.481 0.28
H 0.768 8.333 -32.421 0.19
H 3.455 9.202 -31.286 0.33
H 2.064 9.167 -30.427 0.35
H 2.097 10.348 -31.807 0.30
H 2.209 7.448 -34.049 0.30
C -7.287 18.787 -14.031 -1.20
C -8.203 17.755 -14.766 0.45
C -7.646 17.426 -16.146 -1.18
O -8.241 16.548 -14.013 -0.54
H -6.305 18.424 -13.729 0.32
H -7.739 19.286 -13.173 0.32
H -7.157 19.505 -14.841 0.33
H -9.158 18.271 -14.865 0.21
H -6.706 16.915 -15.936 0.31
H -7.467 18.307 -16.764 0.36
H -8.280 16.669 -16.606 0.32
H -8.854 15.917 -14.398 0.31
C -7.139 26.247 -26.574 -0.73
O -6.450 25.130 -27.090 -0.35
C -7.052 23.851 -26.689 -0.43
C -6.418 22.700 -27.512 -0.75
N -6.616 21.387 -26.869 0.00
C -6.057 20.315 -27.676 -0.60
C -6.035 19.000 -26.868 -0.20
O -5.162 17.983 -27.383 -0.38
C -5.534 17.482 -28.650 -0.80
H -7.982 26.364 -27.255 0.30
H -6.571 27.177 -26.591 0.26
H -7.460 26.181 -25.534 0.30
H -8.125 23.890 -26.876 0.31
H -6.944 23.631 -25.626 0.30
H -5.377 22.982 -27.671 0.40
H -6.979 22.784 -28.442 0.28
H -6.319 21.441 -25.905 0.12
H -5.036 20.532 -27.993 0.35
H -6.631 20.186 -28.594 0.33
H -7.021 18.551 -26.745 0.19
H -5.710 19.235 -25.855 0.18
H -4.656 16.939 -28.999 0.29
H -5.635 18.102 -29.541 0.31
H -6.382 16.805 -28.548 0.31
C 0.235 17.507 -19.415 -0.70
O 0.041 16.117 -19.547 -0.26
C -1.298 15.615 -19.966 -0.56
C -1.485 15.679 -21.484 -0.41
N -0.790 14.586 -22.225 -0.26
C -1.360 14.413 -23.560 -0.65
C -0.693 13.174 -24.269 -0.69
O -1.163 11.900 -23.802 -0.27
C -0.666 10.726 -24.452 -0.74
H -0.232 17.682 -18.446 0.29
H -0.243 18.101 -20.195 0.28
H 1.302 17.706 -19.313 0.19
H -2.057 16.187 -19.431 0.33
H -1.209 14.593 -19.599 0.22
H -1.101 16.629 -21.854 0.26
H -2.567 15.682 -21.615 0.37
H -0.810 13.643 -21.863 0.21
H -1.183 15.371 -24.049 0.39
H -2.440 14.315 -23.455 0.36
H 0.390 13.280 -24.212 0.35
H -0.917 13.228 -25.334 0.46
H 0.392 10.534 -24.270 0.28
H -0.841 10.889 -25.515 0.34
H -1.286 9.872 -24.180 0.24
C 6.187 18.685 -21.022 -0.65
O 6.820 18.741 -19.738 -0.26
C 7.890 19.616 -19.554 -0.41
C 8.563 19.404 -18.161 -0.58
N 9.523 20.444 -17.779 -0.36
C 10.798 20.368 -18.428 -0.52
C 11.801 21.371 -17.733 -0.67
O 11.876 21.196 -16.291 -0.32
C 12.797 22.050 -15.647 -0.76
H 5.271 18.094 -21.043 0.25
H 6.923 18.231 -21.687 0.23
H 5.888 19.686 -21.332 0.29
H 7.436 20.597 -19.694 0.29
H 8.624 19.527 -20.355 0.27
H 8.987 18.400 -18.122 0.31
H 7.773 19.448 -17.411 0.34
H 9.849 20.330 -16.830 0.27
H 10.706 20.708 -19.460 0.34
H 11.300 19.404 -18.354 0.32
H 11.616 22.392 -18.066 0.38
H 12.794 21.117 -18.104 0.40
H 13.823 21.980 -16.007 0.29
H 12.939 21.820 -14.591 0.26
H 12.451 23.081 -15.732 0.31
C -0.703 10.374 -19.446 -0.92
O 0.395 11.234 -19.414 -0.15
C 1.665 10.639 -19.282 -0.65
C 2.733 11.706 -19.085 -0.52
N 4.051 11.162 -18.832 -0.45
C 5.008 12.278 -18.538 -0.43
C 4.636 12.920 -17.205 -0.55
O 5.838 13.469 -16.723 -0.28
C 5.982 13.706 -15.379 -0.79
H -0.625 9.569 -20.177 0.36
H -1.675 10.809 -19.679 0.25
H -0.821 9.951 -18.448 0.36
H 1.859 10.073 -20.192 0.28
H 1.633 9.963 -18.427 0.35
H 2.401 12.402 -18.314 0.31
H 2.792 12.274 -20.014 0.34
H 4.307 10.802 -19.741 0.27
H 4.955 13.034 -19.320 0.29
H 6.009 11.850 -18.586 0.39
H 4.299 12.155 -16.505 0.37
H 3.854 13.673 -17.302 0.31
H 6.094 12.729 -14.907 0.33
H 5.156 14.239 -14.908 0.30
H 6.887 14.271 -15.158 0.25
C -11.554 16.886 -25.838 -0.65
O -11.787 18.216 -25.414 -0.33
C -11.293 19.302 -26.250 -0.37
C -11.582 20.687 -25.548 -0.87
N -10.590 21.143 -24.613 -0.36
C -10.411 20.239 -23.475 -0.28
C -9.180 20.658 -22.582 -0.81
O -7.909 20.283 -23.089 -0.17
C -6.846 20.689 -22.234 -0.96
H -11.957 16.208 -25.085 0.22
H -10.479 16.772 -25.976 0.25
H -11.967 16.828 -26.844 0.31
H -11.836 19.337 -27.194 0.48
H -10.276 19.136 -26.604 0.22
H -12.570 20.794 -25.098 0.38
H -11.640 21.454 -26.320 0.38
H -9.714 21.011 -25.097 0.18
H -10.299 19.242 -23.901 0.25
H -11.201 20.244 -22.724 0.32
H -9.290 20.166 -21.616 0.42
H -9.191 21.742 -22.466 0.36
H -6.868 21.770 -22.103 0.38
H -5.835 20.461 -22.570 0.29
H -6.823 20.341 -21.201 0.36
C -3.172 3.210 -21.669 -0.69
O -4.174 3.161 -22.649 -0.38
C -5.454 3.605 -22.317 -0.36
C -6.238 2.645 -21.417 -0.73
N -7.425 3.218 -20.767 -0.44
C -7.033 4.336 -19.898 -0.48
C -6.456 3.941 -18.557 -0.47
O -6.418 5.107 -17.668 -0.34
C -6.254 4.731 -16.237 -0.72
H -2.821 4.213 -21.426 0.28
H -2.367 2.580 -22.047 0.27
H -3.463 2.651 -20.780 0.27
H -6.104 3.766 -23.177 0.33
H -5.340 4.615 -21.922 0.30
H -5.713 2.107 -20.628 0.43
H -6.597 1.868 -22.093 0.31
H -7.918 3.555 -21.582 0.29
H -8.028 4.670 -19.603 0.39
H -6.508 5.209 -20.286 0.28
H -5.459 3.536 -18.730 0.25
H -6.982 3.084 -18.135 0.36
H -7.171 4.326 -15.808 0.30
H -6.079 5.645 -15.671 0.27
H -5.386 4.090 -16.083 0.30
C 12.612 19.218 -23.925 -0.67
O 13.260 18.245 -23.147 -0.35
C 13.089 16.895 -23.515 -0.56
C 11.722 16.366 -22.950 -0.33
N 11.303 15.150 -23.709 -0.42
C 10.066 14.661 -23.092 -0.32
C 9.851 13.221 -23.650 -0.65
O 8.480 12.765 -23.466 -0.33
C 7.540 13.250 -24.347 -0.70
H 12.866 20.235 -23.624 0.24
H 11.531 19.081 -23.901 0.26
H 12.823 19.052 -24.981 0.31
H 13.908 16.297 -23.116 0.31
H 13.189 16.805 -24.597 0.36
H 10.999 17.176 -23.048 0.21
H 11.815 16.139 -21.888 0.31
H 11.897 14.345 -23.569 0.25
H 9.270 15.356 -23.360 0.26
H 10.144 14.611 -22.006 0.25
H 10.473 12.524 -23.088 0.32
H 10.073 13.130 -24.714 0.39
H 7.719 12.864 -25.350 0.29
H 7.612 14.315 -24.568 0.29
H 6.583 12.831 -24.037 0.25
C -4.868 6.359 -28.583 -0.82
O -5.184 7.411 -27.668 -0.29
C -5.764 8.522 -28.367 -0.67
C -6.192 9.454 -27.252 -0.54
N -7.168 8.778 -26.405 -0.42
C -7.165 9.353 -25.077 -0.61
C -7.590 10.886 -25.048 -0.47
O -8.005 11.259 -23.746 -0.32
C -8.226 12.645 -23.629 -0.76
H -4.077 5.784 -28.100 0.25
H -4.344 6.667 -29.488 0.32
H -5.740 5.744 -28.803 0.31
H -6.657 8.183 -28.891 0.35
H -5.087 9.012 -29.066 0.43
H -6.617 10.376 -27.648 0.37
H -5.290 9.807 -26.752 0.30
H -6.841 7.823 -26.440 0.31
H -6.176 9.272 -24.625 0.31
H -7.837 8.785 -24.434 0.41
H -8.415 10.996 -25.752 0.31
H -6.799 11.543 -25.408 0.35
H -7.353 13.296 -23.648 0.29
H -8.790 12.730 -22.701 0.29
H -8.907 13.104 -24.346 0.32
C -4.658 21.342 -6.314 -0.74
O -3.279 21.501 -5.923 -0.34
C -2.412 20.916 -6.895 -0.32
C -0.923 21.102 -6.465 -0.71
N 0.031 20.300 -7.246 -0.26
C 0.207 20.862 -8.559 -0.34
C 1.234 20.200 -9.484 -0.72
O 1.278 20.818 -10.746 -0.29
C 2.363 20.488 -11.586 -0.78
H -5.232 21.738 -5.477 0.26
H -4.906 20.281 -6.294 0.32
H -4.905 21.799 -7.273 0.29
H -2.505 21.297 -7.912 0.32
H -2.650 19.864 -7.054 0.32
H -0.883 20.645 -5.477 0.34
H -0.678 22.151 -6.298 0.30
H 0.016 19.292 -7.310 0.26
H 0.434 21.919 -8.422 0.25
H -0.668 20.849 -9.210 0.17
H 1.040 19.147 -9.686 0.34
H 2.226 20.101 -9.045 0.43
H 2.420 19.403 -11.669 0.31
H 3.334 20.792 -11.193 0.31
H 2.176 20.739 -12.630 0.27
C 4.870 4.329 -26.158 -1.26
C 5.984 5.394 -25.953 0.55
C 6.448 6.204 -27.197 -0.70
O 7.125 5.310 -28.097 -0.32
C 7.997 5.978 -29.014 -0.73
N 5.573 6.421 -24.968 -0.72
H 5.156 3.765 -27.047 0.30
H 3.896 4.761 -26.386 0.34
H 4.776 3.636 -25.322 0.36
H 6.915 4.996 -25.549 0.25
H 7.131 6.999 -26.897 0.35
H 5.537 6.619 -27.626 0.29
H 8.269 5.166 -29.689 0.25
H 8.897 6.330 -28.511 0.29
H 7.433 6.743 -29.549 0.30
H 5.354 5.930 -24.113 0.24
H 6.267 7.116 -24.730 0.21
C -1.227 24.164 -15.576 -1.21
C -0.963 25.541 -16.232 0.50
C -0.462 25.489 -17.730 -0.75
O 0.659 24.663 -18.042 -0.32
C 1.800 25.096 -17.306 -0.71
N -2.118 26.385 -15.967 -0.80
H -1.771 24.216 -14.633 0.40
H -0.265 23.673 -15.432 0.25
H -1.835 23.554 -16.244 0.30
H -0.217 26.082 -15.651 0.30
H -0.158 26.482 -18.061 0.37
H -1.246 25.156 -18.410 0.34
H 2.142 26.122 -17.438 0.30
H 2.581 24.401 -17.616 0.25
H 1.613 24.944 -16.243 0.27
H -2.156 26.505 -14.964 0.26
H -1.960 27.346 -16.236 0.26
```


> Number 2 is which compound?

C71H181N11O23